Record 1
Computed, not measured: the molecule C40H62O14, with wB97M-V/def2-TZVPD.

## Properties
Lowest unoccupied orbital energy: 0.380 eV
Frontier orbital gap: 9.519 eV

Cartesian coordinates (Å):
C (-8.724, -0.652, 2.417)
C (-7.593, 0.212, 1.964)
C (-6.404, 0.265, 2.578)
C (-5.379, 1.227, 2.106)
O (-4.433, 1.562, 2.777)
O (-5.541, 1.784, 0.892)
C (-6.504, 1.231, -0.003)
C (-7.824, 1.055, 0.742)
H (-8.192, 2.040, 1.050)
H (-8.579, 0.611, 0.096)
C (-5.956, -0.075, -0.631)
C (-6.958, -0.636, -1.638)
H (-7.272, 0.131, -2.342)
H (-6.522, -1.461, -2.192)
H (-7.840, -1.017, -1.129)
H (-5.847, -0.798, 0.185)
C (-4.544, 0.194, -1.191)
H (-4.169, 1.069, -0.651)
C (-4.414, 0.509, -2.696)
H (-5.138, -0.045, -3.288)
H (-4.584, 1.569, -2.880)
C (-2.978, 0.096, -3.088)
H (-2.438, 0.915, -3.561)
H (-2.987, -0.742, -3.786)
C (-2.331, -0.313, -1.764)
C (-1.084, -1.189, -1.796)
C (0.009, -0.496, -2.608)
C (1.372, -1.010, -2.295)
C (1.690, -1.780, -1.263)
C (3.113, -2.233, -1.074)
C (3.555, -1.959, 0.359)
C (2.657, -2.755, 1.300)
H (2.689, -3.814, 1.045)
H (3.000, -2.650, 2.333)
C (1.231, -2.206, 1.184)
O (1.209, -0.860, 1.642)
H (1.529, -0.843, 2.551)
H (0.576, -2.808, 1.832)
C (0.663, -2.274, -0.261)
C (0.364, -3.747, -0.588)
H (-0.158, -3.819, -1.538)
H (-0.245, -4.208, 0.185)
H (1.284, -4.317, -0.674)
C (-0.616, -1.392, -0.345)
H (-0.337, -0.402, 0.027)
C (-1.748, -1.911, 0.554)
H (-2.001, -2.936, 0.283)
H (-1.407, -1.916, 1.590)
C (-3.017, -1.056, 0.485)
C (-3.492, -0.912, -0.959)
C (-3.976, -2.258, -1.500)
H (-4.320, -2.169, -2.525)
H (-4.795, -2.632, -0.890)
H (-3.184, -3.000, -1.480)
H (-2.810, -0.067, 0.901)
H (-3.787, -1.518, 1.108)
H (3.425, -0.890, 0.569)
O (4.938, -2.281, 0.498)
C (5.618, -1.507, 1.448)
O (5.514, -0.133, 1.201)
C (6.064, 0.257, -0.051)
H (5.565, -0.297, -0.860)
C (7.561, -0.085, -0.101)
O (8.307, 0.545, 0.916)
H (8.181, 1.497, 0.864)
C (7.731, -1.605, 0.104)
O (9.072, -1.981, 0.026)
H (9.555, -1.484, 0.699)
H (7.219, -2.143, -0.701)
C (7.085, -1.986, 1.452)
O (7.159, -3.352, 1.727)
H (6.677, -3.822, 1.034)
H (7.620, -1.477, 2.260)
H (7.960, 0.187, -1.091)
C (5.763, 1.749, -0.252)
H (5.927, 2.295, 0.683)
O (4.439, 1.949, -0.705)
C (3.480, 2.095, 0.316)
O (3.598, 3.322, 0.968)
C (3.324, 4.453, 0.144)
C (1.899, 4.373, -0.406)
O (1.642, 5.498, -1.208)
H (0.902, 5.266, -1.785)
C (1.743, 3.079, -1.220)
O (0.430, 2.962, -1.707)
H (-0.115, 2.710, -0.945)
H (2.404, 3.113, -2.092)
C (2.101, 1.878, -0.336)
O (1.075, 1.760, 0.616)
H (1.110, 0.877, 1.019)
H (2.166, 0.974, -0.956)
H (1.195, 4.334, 0.441)
H (4.032, 4.476, -0.696)
C (3.528, 5.692, 1.020)
O (4.827, 5.741, 1.547)
H (4.977, 4.898, 1.992)
H (3.387, 6.586, 0.414)
H (2.782, 5.677, 1.827)
H (3.639, 1.352, 1.110)
H (6.411, 2.147, -1.039)
H (5.182, -1.641, 2.451)
H (3.765, -1.705, -1.771)
H (3.217, -3.304, -1.272)
H (2.149, -0.699, -2.983)
H (-0.184, -0.618, -3.676)
H (-0.004, 0.581, -2.409)
H (-1.312, -2.151, -2.260)
H (-2.043, 0.611, -1.248)
H (-6.605, 1.986, -0.791)
C (-6.036, -0.531, 3.793)
H (-6.711, -0.316, 4.620)
H (-6.081, -1.599, 3.585)
H (-5.026, -0.267, 4.095)
H (-9.677, -0.180, 2.187)
H (-8.671, -0.848, 3.485)
H (-8.690, -1.610, 1.897)


Record 2
Computed, not measured: a 7-piece molecular cluster, C17H24BCl2F4O15 overall in a non-equilibrium geometry, with wB97M-V/def2-TZVPD.

## Properties
Total charge: -1
Lowest unoccupied orbital energy: 2.015 eV
Frontier orbital gap: 10.801 eV

Cartesian coordinates (Å):
B (-0.354, -0.963, 0.221)
F (1.052, -0.796, 0.334)
F (-0.660, -2.219, -0.306)
F (-0.888, -0.843, 1.528)
F (-0.889, 0.070, -0.571)
C (-3.657, -2.318, 0.140)
C (-3.352, -2.096, -1.374)
O (-4.604, -2.309, -1.999)
C (-5.577, -2.505, -1.073)
O (-6.707, -2.745, -1.359)
O (-5.088, -2.376, 0.172)
H (-3.316, -1.475, 0.731)
H (-3.236, -3.254, 0.496)
H (-2.612, -2.825, -1.684)
H (-2.961, -1.085, -1.466)
C (-0.895, 3.262, -4.321)
C (-1.116, 2.679, -2.929)
O (-2.523, 2.825, -2.721)
C (-3.123, 3.123, -3.892)
O (-4.293, 3.254, -4.038)
O (-2.210, 3.256, -4.880)
H (-0.256, 2.635, -4.940)
H (-0.480, 4.269, -4.340)
H (-0.622, 3.252, -2.146)
H (-0.825, 1.632, -2.852)
C (1.840, -1.703, -2.376)
C (2.161, -2.850, -1.405)
O (2.697, -3.882, -2.218)
C (2.541, -3.564, -3.520)
O (2.810, -4.276, -4.435)
O (2.100, -2.297, -3.652)
H (2.502, -0.850, -2.220)
H (0.819, -1.341, -2.295)
H (1.255, -3.192, -0.910)
H (2.804, -2.528, -0.587)
C (1.819, -1.342, 4.731)
C (1.937, -1.600, 3.226)
O (2.904, -2.664, 3.189)
C (3.575, -2.714, 4.370)
O (4.512, -3.430, 4.548)
O (3.050, -1.851, 5.249)
H (0.997, -1.954, 5.114)
H (1.663, -0.309, 5.013)
H (2.355, -0.745, 2.702)
H (0.990, -1.938, 2.824)
C (-1.484, 2.197, 2.775)
C (-0.933, 3.625, 2.786)
O (0.374, 3.476, 3.374)
C (0.701, 2.178, 3.367)
O (1.724, 1.686, 3.732)
O (-0.290, 1.436, 2.852)
H (-1.944, 1.962, 1.818)
H (-2.171, 1.975, 3.592)
H (-1.536, 4.410, 3.230)
H (-0.796, 3.926, 1.743)
Cl (4.032, 1.959, -1.888)
C (3.192, 1.516, -0.404)
C (1.840, 2.158, -0.333)
Cl (1.917, 3.960, -0.002)
H (3.799, 1.796, 0.452)
H (2.996, 0.443, -0.372)
H (1.190, 1.776, 0.450)
H (1.256, 2.107, -1.247)


Record 3
Computed, not measured: C19H43P3RuS2 as an isolated structure in a non-equilibrium geometry, with wB97M-V/def2-TZVPD.

## Properties
Expectation value of S²: 8.788
Total charge: +3
Lowest unoccupied orbital energy (alpha / beta): -8.490 / -12.750 eV
Frontier orbital gap (alpha / beta): 5.295 / 4.602 eV
Spin multiplicity: 6

Cartesian coordinates (Å):
Ru (0.070, 0.117, -0.705)
P (-1.364, 1.897, -0.427)
P (-1.428, -1.276, 0.569)
P (1.734, 1.487, -1.585)
H (-0.937, -2.538, -1.655)
C (-0.096, -1.876, -1.904)
C (1.089, -1.832, -1.107)
H (1.141, -2.448, -0.207)
C (-2.415, 1.903, -1.919)
C (-2.586, 2.021, 0.944)
C (-0.762, 3.624, -0.289)
C (-1.146, -3.097, 0.825)
C (-1.849, -0.924, 2.335)
C (-3.044, -1.292, -0.316)
C (3.320, 0.612, -1.913)
C (2.492, 2.815, -0.548)
C (1.179, 2.469, -3.042)
H (-0.007, -1.736, -2.988)
H (2.055, -1.631, -1.569)
H (-3.079, 2.779, -1.917)
H (-3.020, 0.990, -1.940)
H (-1.787, 1.926, -2.815)
H (-3.164, 2.953, 0.848)
H (-2.068, 2.057, 1.910)
H (-3.292, 1.186, 0.946)
H (-1.603, 4.309, -0.108)
H (-0.259, 3.945, -1.205)
H (-0.071, 3.728, 0.554)
H (-2.011, -3.509, 1.363)
H (-0.255, -3.243, 1.449)
H (-1.021, -3.652, -0.108)
H (-2.628, -1.628, 2.648)
H (-2.220, 0.086, 2.489)
H (-0.972, -1.083, 2.969)
H (-3.630, -2.156, 0.025)
H (-2.862, -1.395, -1.395)
H (-3.624, -0.379, -0.142)
H (3.982, 1.309, -2.441)
H (3.182, -0.282, -2.529)
H (3.774, 0.334, -0.956)
H (3.293, 3.293, -1.138)
H (2.940, 2.388, 0.358)
H (1.777, 3.585, -0.258)
H (1.953, 2.480, -3.826)
H (0.971, 3.506, -2.731)
H (0.250, 2.046, -3.465)
C (1.509, -1.199, -5.943)
C (0.902, -0.612, -7.062)
C (1.188, -1.113, -8.343)
C (2.033, -2.224, -8.498)
C (2.499, -2.904, -7.358)
C (2.211, -2.407, -6.082)
S (1.502, -0.360, -4.405)
H (0.231, -0.567, -3.891)
H (0.235, 0.232, -6.897)
H (0.755, -0.647, -9.227)
H (2.347, -2.566, -9.498)
H (3.098, -3.811, -7.447)
H (2.532, -2.869, -5.146)
C (1.726, -1.033, 2.185)
S (1.326, 0.498, 1.298)
C (0.644, 1.490, 2.667)
H (1.808, -1.862, 1.484)
H (0.997, -1.249, 2.972)
H (2.709, -0.833, 2.628)
H (-0.130, 0.941, 3.222)
H (1.500, 1.687, 3.331)
H (0.253, 2.442, 2.291)


Q: What is the formula in the third record?
A: C19H43P3RuS2


Repeat the third record exactly.
Computed, not measured: C19H43P3RuS2 as an isolated structure in a non-equilibrium geometry, with wB97M-V/def2-TZVPD.

## Properties
Expectation value of S²: 8.788
Total charge: +3
Lowest unoccupied orbital energy (alpha / beta): -8.490 / -12.750 eV
Frontier orbital gap (alpha / beta): 5.295 / 4.602 eV
Spin multiplicity: 6

Cartesian coordinates (Å):
Ru (0.070, 0.117, -0.705)
P (-1.364, 1.897, -0.427)
P (-1.428, -1.276, 0.569)
P (1.734, 1.487, -1.585)
H (-0.937, -2.538, -1.655)
C (-0.096, -1.876, -1.904)
C (1.089, -1.832, -1.107)
H (1.141, -2.448, -0.207)
C (-2.415, 1.903, -1.919)
C (-2.586, 2.021, 0.944)
C (-0.762, 3.624, -0.289)
C (-1.146, -3.097, 0.825)
C (-1.849, -0.924, 2.335)
C (-3.044, -1.292, -0.316)
C (3.320, 0.612, -1.913)
C (2.492, 2.815, -0.548)
C (1.179, 2.469, -3.042)
H (-0.007, -1.736, -2.988)
H (2.055, -1.631, -1.569)
H (-3.079, 2.779, -1.917)
H (-3.020, 0.990, -1.940)
H (-1.787, 1.926, -2.815)
H (-3.164, 2.953, 0.848)
H (-2.068, 2.057, 1.910)
H (-3.292, 1.186, 0.946)
H (-1.603, 4.309, -0.108)
H (-0.259, 3.945, -1.205)
H (-0.071, 3.728, 0.554)
H (-2.011, -3.509, 1.363)
H (-0.255, -3.243, 1.449)
H (-1.021, -3.652, -0.108)
H (-2.628, -1.628, 2.648)
H (-2.220, 0.086, 2.489)
H (-0.972, -1.083, 2.969)
H (-3.630, -2.156, 0.025)
H (-2.862, -1.395, -1.395)
H (-3.624, -0.379, -0.142)
H (3.982, 1.309, -2.441)
H (3.182, -0.282, -2.529)
H (3.774, 0.334, -0.956)
H (3.293, 3.293, -1.138)
H (2.940, 2.388, 0.358)
H (1.777, 3.585, -0.258)
H (1.953, 2.480, -3.826)
H (0.971, 3.506, -2.731)
H (0.250, 2.046, -3.465)
C (1.509, -1.199, -5.943)
C (0.902, -0.612, -7.062)
C (1.188, -1.113, -8.343)
C (2.033, -2.224, -8.498)
C (2.499, -2.904, -7.358)
C (2.211, -2.407, -6.082)
S (1.502, -0.360, -4.405)
H (0.231, -0.567, -3.891)
H (0.235, 0.232, -6.897)
H (0.755, -0.647, -9.227)
H (2.347, -2.566, -9.498)
H (3.098, -3.811, -7.447)
H (2.532, -2.869, -5.146)
C (1.726, -1.033, 2.185)
S (1.326, 0.498, 1.298)
C (0.644, 1.490, 2.667)
H (1.808, -1.862, 1.484)
H (0.997, -1.249, 2.972)
H (2.709, -0.833, 2.628)
H (-0.130, 0.941, 3.222)
H (1.500, 1.687, 3.331)
H (0.253, 2.442, 2.291)